No. 1
Molecular formula: C9H10O2S
Method: DFT, ωB97M-V/def2-TZVPD

* largest force on an atom: 6.12 eV Å⁻¹
* HOMO energy: -0.325 Ha
* energy above the lowest of the compared OMol25 structures with the same formula, charge and spin: 46.4 kcal per mole
* gap between HOMO and LUMO: 9.452 eV
* multiplicity: 1
* lowest unoccupied orbital energy: 0.6195 eV
* total charge: 0

Atoms and positions in Å:
C (-2.941, -0.527, 0.681)
C (-1.884, -1.095, 1.327)
C (-2.821, 0.419, -0.332)
C (-0.628, -0.860, 0.769)
C (-1.579, 0.826, -0.707)
C (-0.466, 0.150, -0.246)
C (1.892, -0.625, -1.219)
C (2.039, 0.743, 0.815)
C (0.949, 0.463, -0.631)
O (3.106, -1.684, 0.999)
O (0.966, 1.576, -1.558)
S (3.192, -0.524, 0.133)
H (-3.959, -0.677, 0.997)
H (-1.979, -1.724, 2.234)
H (-3.734, 0.632, -0.784)
H (0.360, -1.365, 0.842)
H (-1.558, 1.715, -1.248)
H (1.533, -1.663, -1.238)
H (2.143, -0.420, -2.201)
H (2.376, 1.802, 0.787)
H (1.502, 0.587, 1.661)
H (1.490, 2.251, -1.080)

Results of the natural (NBO) charge analysis, in e, for atoms 1 through 5:
1. C -0.2037
2. C -0.2217
3. C -0.2052
4. C -0.1936
5. C -0.1872

---

No. 2
Molecular formula: C3H8BrNO
Method: DFT, ωB97M-V/def2-TZVPD

* largest force on an atom: 10.58 eV Å⁻¹
* HOMO energy: -0.323 Ha
* energy above the lowest of the compared OMol25 structures with the same formula, charge and spin: 49.1 kcal per mole
* gap between HOMO and LUMO: 9.104 eV
* multiplicity: 1
* lowest unoccupied orbital energy: 0.3208 eV
* total charge: 0

Atoms and positions in Å:
Br (-0.104, -2.388, 0.766)
C (-1.636, 0.549, 0.320)
C (-0.661, 0.366, -0.787)
O (-0.919, 0.927, -1.889)
N (0.578, -0.514, -0.605)
H (0.345, -1.399, -0.178)
H (1.038, -0.665, -1.491)
C (1.591, 0.211, 0.362)
H (-2.460, 1.153, -0.060)
H (-1.125, 1.213, 1.017)
H (-2.038, -0.350, 0.787)
H (2.240, 0.870, -0.215)
H (2.077, -0.669, 0.783)
H (1.073, 0.695, 1.189)

Results of the natural (NBO) charge analysis, in e, for atoms 1 through 5:
1. Br -0.6112
2. C -0.7399
3. C 0.7130
4. O -0.5202
5. N -0.5873

---

No. 3
Molecular formula: C26H20BrN4O5W
Method: DFT, ωB97M-V/def2-TZVPD

* largest force on an atom: 1.37 eV Å⁻¹
* HOMO energy: -0.596 Ha
* energy above the lowest of the compared OMol25 structures with the same formula, charge and spin: 13.9 kcal per mole
* gap between HOMO and LUMO: 4.411 eV
* multiplicity: 1
* lowest unoccupied orbital energy: -11.7991 eV
* total charge: +3

Atoms and positions in Å:
W (-0.095, -0.494, -0.489)
O (-1.701, -4.702, 2.848)
C (-0.835, -5.186, 1.965)
C (-0.503, -6.538, 2.080)
C (0.384, -7.109, 1.203)
C (0.985, -6.362, 0.169)
C (0.678, -5.042, 0.039)
C (-0.240, -4.419, 0.929)
C (-0.547, -3.046, 0.776)
O (0.102, -2.315, -0.209)
N (-1.363, -2.333, 1.478)
N (-1.403, -1.033, 1.018)
C (-2.179, -0.223, 1.736)
C (-2.502, 1.097, 1.404)
C (-3.329, 1.870, 2.250)
C (-3.733, 3.121, 1.851)
C (-3.342, 3.616, 0.601)
C (-2.537, 2.876, -0.263)
C (-2.114, 1.640, 0.160)
O (-1.307, 0.871, -0.618)
H (-1.877, -3.759, 2.711)
H (-0.964, -7.107, 2.875)
H (0.629, -8.158, 1.310)
H (1.685, -6.835, -0.504)
H (1.134, -4.448, -0.743)
H (-2.614, -0.674, 2.622)
H (-3.632, 1.466, 3.208)
H (-4.361, 3.721, 2.495)
H (-3.671, 4.599, 0.291)
H (-2.243, 3.261, -1.229)
O (2.068, -0.482, 2.343)
C (2.007, -0.140, 1.229)
O (0.916, 0.587, 0.626)
C (2.838, -0.567, 0.053)
C (4.199, -0.736, 0.058)
C (4.793, -1.231, -1.102)
C (3.993, -1.568, -2.183)
C (2.623, -1.382, -2.102)
N (2.054, -0.858, -1.011)
H (4.774, -0.492, 0.941)
H (5.867, -1.360, -1.149)
H (4.421, -1.968, -3.091)
H (1.970, -1.641, -2.925)
C (-2.593, -3.507, -4.461)
C (-1.795, -2.276, -4.148)
C (-1.472, -1.323, -5.118)
C (-0.725, -0.196, -4.797)
C (-0.320, -0.041, -3.494)
Br (0.681, 1.444, -2.926)
N (-0.609, -0.942, -2.536)
C (-1.333, -2.042, -2.866)
H (-2.925, -3.504, -5.496)
H (-3.473, -3.574, -3.821)
H (-1.995, -4.406, -4.301)
H (-1.805, -1.463, -6.139)
H (-0.468, 0.547, -5.540)
H (-1.534, -2.748, -2.070)

Results of the natural (NBO) charge analysis, in e, for atoms 1 through 5:
1. W 2.3374
2. O -0.6017
3. C 0.4162
4. C -0.2622
5. C -0.0830

---

No. 4
Molecular formula: C23H25EuF3NO
Method: DFT, ωB97M-V/def2-TZVPD

* largest force on an atom: 3.88 eV Å⁻¹
* HOMO energy (spin up / spin down): -0.295 / -0.298 Ha
* ⟨S²⟩: 12.16
* energy above the lowest of the compared OMol25 structures with the same formula, charge and spin: 0.0 kcal per mole
* gap between HOMO and LUMO (spin up / spin down): 6.141 / 7.160 eV
* multiplicity: 7
* lowest unoccupied orbital energy (spin up / spin down): -1.8921 / -0.9427 eV
* total charge: 0

Atoms and positions in Å:
C (-1.892, -1.370, 2.801)
C (-1.065, -0.239, 2.690)
C (-1.395, 0.437, 1.504)
H (-0.286, 0.049, 3.397)
C (-2.484, -0.248, 0.890)
C (-2.791, -1.374, 1.701)
H (-2.877, -0.072, -0.117)
C (1.479, -3.353, 1.413)
C (1.497, -2.304, 2.354)
C (1.866, -1.109, 1.691)
H (1.273, -2.392, 3.427)
C (2.056, -1.403, 0.317)
C (1.845, -2.817, 0.132)
H (-0.896, 1.336, 1.120)
H (-3.478, -2.169, 1.421)
H (-1.824, -2.116, 3.600)
H (1.707, -3.304, -0.825)
H (1.949, -0.122, 2.134)
H (1.178, -4.388, 1.591)
Eu (-0.630, -2.038, 0.341)
C (2.330, -0.418, -0.808)
C (3.327, -1.114, -1.729)
C (2.898, 0.876, -0.225)
H (4.189, -1.426, -1.132)
H (3.642, -0.433, -2.514)
H (2.877, -1.998, -2.187)
H (3.799, 0.645, 0.358)
H (2.184, 1.395, 0.427)
H (3.170, 1.552, -1.037)
C (1.002, -0.093, -1.554)
C (1.141, 0.791, -2.811)
H (0.325, 0.458, -0.867)
H (0.477, -1.015, -1.906)
O (2.185, 0.966, -3.435)
N (-0.007, 1.410, -3.228)
C (-1.308, 1.426, -2.566)
H (0.084, 1.972, -4.079)
C (-1.435, 2.508, -1.516)
C (-2.661, 2.674, -0.880)
H (-3.485, 2.009, -1.164)
C (-2.834, 3.652, 0.098)
H (-3.806, 3.762, 0.585)
C (-1.762, 4.483, 0.441)
H (-1.895, 5.260, 1.201)
C (-0.524, 4.331, -0.188)
H (0.323, 4.969, 0.062)
C (-0.356, 3.338, -1.177)
H (0.601, 3.228, -1.682)
H (-1.496, 0.431, -2.117)
H (-2.085, 1.555, -3.337)
F (-0.769, -4.614, 2.876)
C (-1.448, -4.164, 1.745)
F (-1.146, -5.086, 0.739)
F (-2.769, -4.335, 2.027)

Results of the Löwdin charge analysis, in e, for atoms 1 through 5:
1. C -0.1855
2. C -0.1669
3. C -0.2039
4. H 0.1068
5. C -0.2788

---

No. 5
Molecular formula: H26O13
Method: DFT, ωB97M-V/def2-TZVPD

* largest force on an atom: 3.91 eV Å⁻¹
* HOMO energy: -0.396 Ha
* energy above the lowest of the compared OMol25 structures with the same formula, charge and spin: 111.8 kcal per mole
* gap between HOMO and LUMO: 10.283 eV
* multiplicity: 1
* lowest unoccupied orbital energy: -0.4812 eV
* total charge: 0

Atoms and positions in Å:
H (-0.111, -0.198, -0.991)
H (1.309, -0.094, -1.522)
H (1.970, 3.986, 2.289)
H (1.583, 3.126, 1.097)
H (-3.943, 1.165, -0.493)
H (-3.587, 2.245, -1.501)
H (-3.103, -0.875, 1.224)
H (-4.330, -1.519, 0.599)
H (2.860, 4.199, -0.424)
H (2.111, 3.107, -1.170)
H (5.876, -0.513, 0.859)
H (5.014, -1.175, -0.203)
H (1.679, -2.317, 2.769)
H (0.175, -2.350, 2.549)
H (-2.734, -1.761, -0.794)
H (-2.616, -0.257, -0.613)
H (-1.179, 2.972, 0.113)
H (-0.016, 3.103, -0.857)
H (-0.594, -3.611, -1.981)
H (-1.513, -2.401, -1.963)
H (2.511, 0.624, 0.196)
H (2.981, -0.517, -0.691)
H (2.225, -2.748, -0.997)
H (3.353, -3.756, -1.144)
H (-4.141, 0.374, 1.640)
H (-2.648, 0.532, 1.878)
O (0.807, -0.347, -0.739)
O (1.765, 3.078, 2.042)
O (-4.151, 1.472, -1.383)
O (-3.633, -1.680, 1.244)
O (2.225, 4.064, -1.136)
O (4.977, -0.818, 0.691)
O (0.915, -2.902, 2.826)
O (-2.987, -0.925, -1.201)
O (-0.979, 3.117, -0.819)
O (-1.118, -3.063, -1.386)
O (2.744, 0.417, -0.716)
O (2.547, -3.450, -1.574)
O (-3.503, 0.871, 2.165)

Results of the natural (NBO) charge analysis, in e, for atoms 1 through 5:
1. H 0.4601
2. H 0.4923
3. H 0.4747
4. H 0.4587
5. H 0.4424

---

No. 6
Molecular formula: C7H14N
Method: DFT, ωB97M-V/def2-TZVPD

* largest force on an atom: 4.57 eV Å⁻¹
* HOMO energy: -0.465 Ha
* SMILES: C=C(C)C(=C)CC[NH3+]
* energy above the lowest of the compared OMol25 structures with the same formula, charge and spin: 42.7 kcal per mole
* gap between HOMO and LUMO: 8.972 eV
* multiplicity: 1
* lowest unoccupied orbital energy: -3.6735 eV
* total charge: +1

Atoms and positions in Å:
C (-1.324, 1.461, 0.093)
C (0.101, 1.457, 0.428)
C (0.789, 0.025, 0.462)
C (1.829, -0.204, 1.268)
C (0.687, -0.267, -2.024)
C (0.582, -0.807, -0.794)
C (0.256, -2.215, -0.595)
N (-2.139, 0.558, 0.965)
H (-1.512, 1.209, -1.005)
H (-1.825, 2.473, 0.152)
H (0.159, 1.757, 1.490)
H (0.782, 2.099, -0.150)
H (2.044, 0.499, 2.049)
H (2.444, -1.054, 1.188)
H (1.291, 0.492, -2.485)
H (0.483, -1.004, -2.806)
H (0.882, -2.600, 0.252)
H (0.448, -2.734, -1.544)
H (-0.766, -2.439, -0.372)
H (-1.641, -0.371, 0.624)
H (-3.091, 0.519, 0.576)
H (-2.108, 0.826, 1.946)

Results of the natural (NBO) charge analysis, in e, for atoms 1 through 5:
1. C -0.2442
2. C -0.4725
3. C -0.0815
4. C -0.3091
5. C -0.4223

---

No. 7
Molecular formula: C35H30N4O3SV
Method: DFT, ωB97M-V/def2-TZVPD

* largest force on an atom: 2.92 eV Å⁻¹
* HOMO energy (spin up / spin down): -0.494 / -0.494 Ha
* ⟨S²⟩: 0.77
* gap between HOMO and LUMO (spin up / spin down): 6.541 / 7.003 eV
* multiplicity: 2
* lowest unoccupied orbital energy (spin up / spin down): -6.9054 / -6.4488 eV
* total charge: +2

Atoms and positions in Å:
V (5.675, -15.295, -9.340)
S (4.565, -13.358, -5.580)
C (4.028, -15.011, -5.315)
C (3.350, -15.559, -4.223)
C (2.957, -16.909, -4.299)
C (3.298, -17.727, -5.443)
C (4.079, -17.161, -6.440)
C (4.342, -15.832, -6.438)
N (4.999, -15.115, -7.451)
C (5.244, -13.857, -7.165)
C (5.862, -12.916, -8.114)
C (6.144, -11.619, -7.686)
C (6.721, -10.767, -8.589)
C (7.028, -11.221, -9.922)
C (6.775, -12.504, -10.316)
C (6.205, -13.376, -9.413)
H (3.060, -14.988, -3.351)
H (2.354, -17.324, -3.487)
H (2.973, -18.750, -5.443)
H (4.380, -17.732, -7.244)
H (5.955, -11.197, -6.685)
H (6.942, -9.756, -8.305)
H (7.534, -10.609, -10.641)
H (6.994, -12.674, -11.342)
C (3.991, -20.549, -14.986)
O (4.385, -19.431, -14.219)
C (5.477, -18.782, -14.808)
C (6.165, -19.270, -15.891)
C (7.296, -18.608, -16.291)
C (7.585, -17.348, -15.813)
C (6.853, -16.831, -14.751)
C (5.800, -17.565, -14.199)
N (5.188, -17.102, -13.022)
C (5.800, -16.777, -11.900)
N (7.057, -17.158, -11.718)
C (7.845, -16.924, -10.541)
C (7.338, -16.278, -9.465)
C (8.105, -15.993, -8.348)
C (9.432, -16.394, -8.343)
C (9.918, -17.191, -9.400)
C (9.100, -17.464, -10.489)
O (9.486, -18.216, -11.544)
C (10.799, -18.379, -12.009)
N (5.143, -16.044, -10.960)
C (3.722, -15.704, -11.077)
C (2.711, -16.538, -10.514)
C (1.377, -16.138, -10.548)
C (1.013, -14.990, -11.240)
C (1.980, -14.286, -11.891)
C (3.324, -14.579, -11.756)
O (4.294, -13.765, -12.288)
C (4.002, -12.960, -13.468)
H (3.115, -21.072, -14.506)
H (4.763, -21.299, -15.155)
H (3.682, -20.285, -15.989)
H (5.804, -20.098, -16.396)
H (7.785, -18.962, -17.204)
H (8.248, -16.652, -16.330)
H (7.050, -15.804, -14.394)
H (4.184, -16.878, -13.065)
H (7.608, -17.578, -12.490)
H (7.732, -15.398, -7.538)
H (10.111, -16.124, -7.540)
H (11.010, -17.551, -9.340)
H (11.483, -18.067, -11.226)
H (10.950, -17.811, -12.958)
H (11.038, -19.468, -12.240)
H (3.013, -17.431, -10.074)
H (0.612, -16.742, -10.082)
H (-0.027, -14.777, -11.454)
H (1.632, -13.557, -12.622)
H (4.880, -12.390, -13.715)
H (3.222, -12.199, -13.285)
H (3.829, -13.652, -14.369)

Results of the Löwdin charge analysis, in e, for atoms 1 through 5:
1. V 1.1129
2. S 1.1721
3. C -0.4217
4. C -0.0579
5. C -0.0224

---

No. 8
Molecular formula: C30H37BClNO2S
Method: DFT, ωB97M-V/def2-TZVPD

* largest force on an atom: 5.38 eV Å⁻¹
* HOMO energy: -0.188 Ha
* energy above the lowest of the compared OMol25 structures with the same formula, charge and spin: 68.1 kcal per mole
* gap between HOMO and LUMO: 4.277 eV
* multiplicity: 1
* lowest unoccupied orbital energy: -0.8407 eV
* total charge: 0

Atoms and positions in Å:
C (3.052, 2.330, 1.593)
C (1.805, 2.262, 0.806)
C (1.677, 2.110, -0.569)
C (0.329, 2.048, -0.993)
C (-0.593, 2.051, 0.071)
B (2.353, -1.989, 0.155)
C (-1.985, 2.418, -0.067)
C (-2.761, 2.802, 1.047)
C (-4.132, 2.934, 0.950)
C (-4.794, 2.693, -0.288)
N (-6.153, 2.680, -0.367)
C (-6.833, 2.356, -1.603)
C (-6.980, 2.879, 0.805)
C (-4.000, 2.436, -1.438)
C (-2.628, 2.309, -1.327)
O (2.612, -2.669, -1.003)
C (3.752, -1.973, -1.577)
C (4.567, -2.997, -2.333)
C (3.205, -0.936, -2.559)
C (4.452, -1.329, -0.303)
C (5.447, -2.274, 0.372)
C (5.075, 0.035, -0.488)
O (3.347, -1.167, 0.627)
S (0.268, 2.430, 1.560)
H (3.840, 2.808, 1.001)
H (2.877, 2.918, 2.502)
H (3.390, 1.327, 1.891)
H (2.533, 2.091, -1.239)
H (0.030, 1.915, -2.028)
H (-2.281, 2.965, 2.014)
H (-4.714, 3.198, 1.835)
H (-6.615, 1.328, -1.932)
H (-7.909, 2.452, -1.429)
H (-6.537, 3.039, -2.410)
H (-6.749, 3.837, 1.292)
H (-8.025, 2.883, 0.478)
H (-6.836, 2.077, 1.546)
H (-4.475, 2.312, -2.411)
H (-2.045, 2.104, -2.226)
H (5.441, -2.517, -2.787)
H (4.904, -3.806, -1.676)
H (3.963, -3.430, -3.140)
H (4.032, -0.436, -3.081)
H (2.587, -1.444, -3.312)
H (2.577, -0.181, -2.062)
H (6.376, -2.344, -0.207)
H (5.696, -1.882, 1.367)
H (5.025, -3.282, 0.498)
H (5.906, -0.028, -1.204)
H (4.347, 0.775, -0.846)
H (5.473, 0.392, 0.471)
Cl (-0.163, -5.345, 3.319)
C (0.258, -4.005, 2.342)
C (0.934, -2.906, 2.895)
C (1.201, -1.786, 2.136)
C (0.809, -1.667, 0.716)
C (-0.190, -0.418, 0.500)
C (-1.216, -0.671, -0.620)
C (-2.583, -0.817, 0.097)
C (-2.301, -0.365, 1.487)
C (-0.964, -0.179, 1.707)
C (0.282, -2.946, 0.176)
C (-0.072, -4.004, 0.981)
H (1.194, -2.939, 3.953)
H (1.621, -0.899, 2.608)
H (-1.253, 0.189, -1.291)
H (-1.013, -1.536, -1.252)
H (-3.371, -0.236, -0.400)
H (-2.909, -1.874, 0.071)
H (-3.082, -0.257, 2.236)
H (-0.534, 0.024, 2.690)
H (0.068, -3.016, -0.891)
H (-0.610, -4.856, 0.562)

Results of the Löwdin charge analysis, in e, for atoms 1 through 5:
1. C -0.1106
2. C -0.5664
3. C -0.1263
4. C -0.1109
5. C -0.4849